No. 1
DFT (ωB97M-V/def2-TZVPD) results for a 2-piece molecular cluster, C15H30N3O5P overall at a distorted geometry.

The calculation puts the highest occupied orbital energy at -8.7 eV. The structure (SMILES) is CC1=C(CCCCO)C(=O)OC1=O.CN(C)P(=O)(N(C)C)N(C)C. The HOMO-LUMO gap is 8.250 eV. Its energy relative to the best compared isomer or geometry (same formula, charge and spin) is 0.0 kJ/mol.

```
54
Properties=species:S:1:pos:R:3:forces:R:3:mulliken_charge:R:1
C 1.491411 -2.354735 0.745255 0.300 -0.119 0.471 -1.279
C 2.321971 -3.303213 -0.044557 0.004 0.183 -0.190 1.309
C 3.618750 -3.259967 -0.356565 0.020 -0.172 0.048 0.335
C 4.698178 -2.276984 -0.049903 0.067 0.061 -0.463 -1.025
C 4.314198 -0.801802 -0.195056 0.240 0.113 -0.117 -0.747
C 4.262814 -0.322786 -1.661734 -0.253 0.571 0.260 -0.559
C 2.878110 0.163713 -2.135834 0.032 -0.093 -0.231 -0.053
O 2.481154 -0.417163 -3.373654 -0.063 0.007 0.076 -0.556
C 3.928076 -4.503419 -1.124857 0.115 -0.134 0.122 0.019
O 4.944822 -4.832610 -1.645542 0.069 0.018 0.031 -0.534
O 2.798757 -5.302371 -1.158311 -0.090 0.290 -0.286 -0.330
C 1.761395 -4.551233 -0.642001 -0.220 -0.071 0.205 0.281
O 0.626180 -4.902876 -0.703096 0.081 -0.040 0.077 -0.528
H 1.324249 -1.406820 0.235627 -0.281 -0.099 -0.098 0.075
H 2.037114 -2.118121 1.662246 -0.034 0.083 0.008 0.382
H 0.553262 -2.812484 1.046636 -0.142 0.080 -0.239 0.386
H 5.492895 -2.473517 -0.774455 0.112 -0.045 0.113 0.375
H 5.147348 -2.488545 0.923691 -0.233 -0.030 0.122 0.457
H 5.073067 -0.223197 0.333032 0.000 -0.009 0.037 0.455
H 3.368872 -0.552165 0.287497 0.034 -0.171 0.123 0.398
H 4.627179 -1.070628 -2.367601 -0.037 -0.112 0.083 0.406
H 4.934352 0.533134 -1.744755 0.162 -0.127 -0.143 0.323
H 2.900045 1.234362 -2.333048 0.006 0.026 0.036 0.345
H 2.110455 0.004968 -1.370742 0.011 -0.077 0.003 -0.229
H 2.244696 -1.334484 -3.211337 -0.016 -0.066 -0.041 0.314
C -2.818099 3.324879 2.312131 -0.152 0.250 -0.162 -0.757
N -1.821769 2.470693 1.691320 0.259 0.218 -0.275 0.152
C -0.534247 3.154924 1.622785 0.305 -0.214 0.068 -1.029
P -2.153111 1.393711 0.433603 -2.190 -1.135 3.746 0.361
O -0.932074 0.577636 0.261374 0.595 0.902 -2.071 -0.665
N -3.314416 0.249233 0.983771 0.109 0.140 0.140 0.196
C -3.817263 0.282083 2.348535 -0.146 0.105 -0.016 -1.054
C -3.039914 -1.118373 0.554234 0.042 -0.086 -0.096 -1.188
N -3.256533 2.317632 -0.469463 1.313 -0.393 -1.719 0.152
C -4.277007 1.600934 -1.255522 -0.227 -0.055 0.101 -0.914
C -2.548189 3.248668 -1.377815 0.050 0.316 0.298 -0.968
H -3.079786 4.195765 1.696977 0.041 -0.013 -0.023 0.269
H -2.417907 3.693200 3.259331 0.059 -0.023 -0.018 0.358
H -3.731506 2.792894 2.543608 -0.015 0.011 -0.121 0.119
H -0.581441 4.068248 1.014723 -0.021 0.037 0.076 0.334
H 0.223868 2.500497 1.198087 -0.069 -0.053 -0.031 0.220
H -0.206909 3.435207 2.626295 -0.067 0.010 0.019 0.360
H -3.021198 0.326345 3.101443 -0.034 0.004 0.022 0.340
H -4.411418 -0.614329 2.530675 0.089 -0.068 -0.055 0.379
H -4.499428 1.117934 2.498462 0.026 -0.014 0.041 0.276
H -2.296506 -1.620355 1.184250 0.013 0.005 -0.022 0.375
H -2.670684 -1.140812 -0.469332 0.034 0.017 0.018 0.333
H -3.967499 -1.695283 0.580797 -0.020 0.037 0.055 0.392
H -3.855168 0.835442 -1.913274 -0.007 0.026 -0.049 0.309
H -4.804530 2.329215 -1.872488 0.100 0.051 -0.024 0.397
H -5.007077 1.138362 -0.599989 0.110 -0.080 0.072 0.264
H -2.016607 2.725137 -2.178312 -0.048 0.005 -0.038 0.361
H -1.822764 3.843473 -0.820265 0.009 -0.048 0.023 0.223
H -3.260167 3.939979 -1.826876 -0.045 -0.016 0.032 0.388
```
Forces are in eV/Å.



No. 2
DFT (ωB97M-V/def2-TZVPD) results for a 12-piece molecular cluster, C13H41NO15 overall at a distorted geometry.

The calculation puts the highest occupied orbital energy at -8.8 eV. The structure (SMILES) is NC[C@@H](O)CC(=O)O[C@@H](O)CCc1ccccc1.O.O.O.O.O.O.O.O.O.O.O. The HOMO-LUMO gap is 8.945 eV. Its energy relative to the best compared isomer or geometry (same formula, charge and spin) is 583.5 kJ/mol.

```
70
Properties=species:S:1:pos:R:3:forces:R:3:mulliken_charge:R:1
N 3.817972 2.474679 1.369663 0.674 -1.742 0.100 -0.634
C 4.305170 1.232565 0.648802 0.463 0.227 -0.388 -0.150
C 3.864143 1.277695 -0.916435 0.297 0.297 0.756 0.211
O 5.128487 1.281012 -1.682351 -0.946 0.387 -0.209 -0.672
C 2.985455 0.010948 -1.359875 0.172 -0.348 -0.877 -0.773
C 1.414030 0.266862 -1.381519 -1.474 4.006 1.103 0.685
O 0.987241 1.440182 -1.192957 1.872 -4.607 -0.954 -0.716
O 0.417103 -0.734722 -1.638567 1.606 1.180 1.658 -0.363
C -0.032742 -1.351111 -0.411950 -0.349 -2.634 1.467 0.206
O 0.311893 -0.620615 0.791807 0.119 -0.583 -0.689 -0.550
C -1.596029 -1.696030 -0.355120 -0.044 -0.415 -0.694 -0.037
C -2.526930 -0.862472 -1.354780 -1.252 0.049 0.645 -0.747
C -3.298626 0.372956 -0.699695 -2.046 3.266 1.142 0.632
C -3.357954 0.741768 0.816514 -1.648 1.880 -1.813 0.003
C -4.179353 1.985598 1.385076 -0.285 -0.495 -4.542 -0.876
C -4.959772 2.881862 0.371693 1.978 -3.272 -1.325 -0.440
C -4.936840 2.507444 -1.153482 2.060 -2.165 2.270 -0.404
C -4.118089 1.298035 -1.673637 -0.176 0.719 3.387 -0.915
H 4.604814 2.761897 1.979234 -1.065 -0.104 -0.277 0.261
H 3.030210 2.147291 1.945901 0.526 0.718 -0.129 0.232
H 3.975422 0.260468 1.162470 0.279 1.326 -0.841 0.333
H 5.457346 1.257938 0.721623 -1.793 -0.213 -0.497 -0.090
H 3.380292 2.293071 -1.110997 0.203 -1.634 0.450 0.333
H 4.959597 1.798351 -2.500465 0.062 -0.624 0.648 0.349
H 3.309223 -0.880804 -0.721990 -0.842 1.072 -0.884 0.380
H 3.300771 -0.244713 -2.443785 -0.616 0.305 1.639 0.281
H 0.525247 -2.365927 -0.335075 -0.796 1.517 -0.273 0.273
H 0.245857 -1.287723 1.520148 0.050 0.668 -0.805 0.317
H -1.912223 -1.605941 0.753637 0.448 0.049 -1.924 0.238
H -1.728762 -2.816190 -0.606608 0.440 2.019 0.335 -0.306
H -3.349815 -1.593637 -1.717445 1.217 1.245 0.572 0.402
H -2.015901 -0.480672 -2.299129 -0.330 -0.577 1.453 0.507
H -2.804526 0.118968 1.590087 -0.735 0.926 -1.264 0.326
H -4.201792 2.239923 2.497986 0.219 -0.511 -1.803 0.541
H -5.557971 3.808765 0.664698 1.041 -1.582 -0.240 0.333
H -5.503547 3.156285 -1.895214 0.890 -1.003 1.147 0.396
H -4.102946 1.034571 -2.796220 -0.109 0.558 2.015 0.344
O 0.071644 -3.118673 3.327078 0.133 0.232 -0.176 -0.638
H 0.994075 -2.984271 3.576412 -0.146 -0.103 0.023 0.302
H -0.030025 -4.081178 3.318802 0.129 0.028 0.053 0.356
O -3.449327 4.002874 -3.508446 -0.068 -0.212 -0.140 -0.633
H -3.249530 3.503803 -2.704692 0.156 0.180 -0.041 0.324
H -3.394259 3.344652 -4.211569 0.022 0.149 0.075 0.313
O 8.246065 2.062921 0.678076 -0.123 -0.416 -0.209 -0.633
H 7.603120 1.887491 -0.022376 -0.111 0.210 0.161 0.252
H 8.185286 1.287198 1.250665 0.044 0.151 0.025 0.338
O -0.197685 3.906545 -1.941481 0.036 -0.139 -0.274 -0.633
H 0.143899 4.102879 -2.821754 -0.126 0.069 0.147 0.297
H 0.085390 2.994394 -1.776895 -0.043 0.185 0.154 0.467
O 5.980159 4.184707 -1.566850 0.194 -0.199 -0.206 -0.624
H 6.751715 4.254003 -2.142695 -0.099 0.109 0.115 0.311
H 5.899227 3.236237 -1.394849 -0.093 0.057 0.122 0.335
O 0.630904 -5.888427 4.236679 -0.297 -0.075 0.053 -0.683
H 0.138310 -6.652029 3.909713 0.125 0.074 -0.005 0.330
H 0.262724 -5.731593 5.115802 0.096 0.009 -0.087 0.337
O -5.279930 -1.991217 0.182426 0.179 0.232 0.147 -0.631
H -4.724325 -1.200583 0.307231 -0.321 -0.271 -0.105 0.405
H -5.866082 -1.978943 0.949554 0.079 0.077 -0.081 0.248
O -5.937203 -0.606225 2.971978 -0.079 0.128 0.001 -0.621
H -5.608029 0.165434 2.487653 0.005 -0.124 -0.033 0.321
H -6.601881 -0.248746 3.573537 0.084 -0.101 -0.092 0.285
O -1.792235 -4.836231 -1.250471 -0.205 -0.303 -0.177 -0.635
H -1.668301 -5.726968 -1.601122 0.045 0.135 0.059 0.285
H -2.742775 -4.682623 -1.331629 0.093 -0.004 0.084 0.304
O -5.662895 -4.463540 2.522687 -0.226 0.175 0.042 -0.633
H -5.562421 -3.528352 2.743811 0.097 -0.115 -0.018 0.308
H -6.553053 -4.522124 2.155007 0.153 -0.049 0.031 0.315
O 9.335972 0.008584 -1.599886 -0.207 0.163 -0.062 -0.633
H 9.287758 0.562241 -2.388524 0.059 -0.127 0.096 0.308
H 8.892744 0.532439 -0.919002 0.301 -0.028 -0.044 0.350
```
Forces are in eV/Å.



No. 3
DFT (ωB97M-V/def2-TZVPD) results for a 4-piece molecular cluster, C22H34NO11PS4 overall.

The calculation puts the highest occupied orbital energy at -8.8 eV. The HOMO-LUMO gap is 7.422 eV.

```
73
Properties=species:S:1:pos:R:3:forces:R:3:mulliken_charge:R:1
C -1.453975 5.531539 -2.294781 0.144 -0.235 0.063 -1.032
P -2.621033 4.133923 -2.594784 -0.302 0.210 -0.133 0.068
C -2.171901 3.667523 -4.321418 0.132 -0.128 0.172 -1.101
C -1.834519 2.836161 -1.562185 0.088 0.167 -0.146 0.885
C -1.786299 3.091297 -0.192873 0.022 0.014 0.180 -0.642
C -1.205531 2.192824 0.689992 0.106 -0.117 -0.145 -0.336
N -1.119857 2.509507 2.079326 -0.691 -0.256 -0.179 -0.504
C -2.035739 2.240012 2.831211 0.367 0.182 -0.168 0.450
S -3.205922 1.917836 3.793941 -0.052 -0.011 0.233 -0.386
C -0.657610 1.011261 0.195168 0.235 -0.100 0.201 0.884
C -0.720442 0.745033 -1.173324 -0.117 0.166 0.043 0.538
C -1.312015 1.640260 -2.050072 -0.077 -0.089 0.130 -0.599
C -0.115964 -0.529404 -1.664067 -0.035 -0.129 -0.061 -0.004
O -0.583481 -1.168693 -2.578200 0.257 0.352 -0.130 -0.608
C 1.083772 -0.979837 -0.904198 0.021 0.114 0.196 -0.585
C 1.138025 -0.732641 0.402602 0.263 0.069 -0.233 -0.488
C 0.026996 0.006265 1.066087 -0.195 -0.038 -0.045 0.122
O -0.310535 -0.233448 2.203731 0.209 0.212 0.026 -0.555
H -0.415934 5.197827 -2.247396 0.022 0.061 -0.033 0.257
H -1.702402 6.040091 -1.365187 0.051 0.006 0.020 0.295
H -1.551496 6.245502 -3.111989 -0.081 0.029 0.016 0.465
H -1.329436 2.978903 -4.381870 0.035 0.041 -0.043 0.349
H -3.035418 3.221815 -4.810499 0.041 -0.054 -0.051 0.320
H -1.891963 4.570305 -4.862826 -0.106 0.047 -0.002 0.349
H -2.199236 4.010244 0.208674 0.028 0.016 -0.008 0.328
H -1.346743 1.396758 -3.102270 -0.010 -0.066 0.005 0.600
H 1.869204 -1.518709 -1.417937 -0.159 -0.165 -0.080 0.484
H 1.981255 -1.060508 0.998256 -0.168 -0.106 0.170 0.462
O 2.733285 6.269635 -0.310189 -0.050 0.091 -0.074 -0.686
S 1.703988 5.924154 0.623271 0.048 -0.113 0.188 1.219
O 0.436952 6.588119 0.557489 -0.014 0.032 -0.108 -0.582
O 2.287290 6.044067 2.095692 -0.066 -0.097 -0.052 -0.281
C 2.951314 7.278239 2.453111 0.184 0.361 0.126 -0.378
C 1.973683 8.392606 2.762099 -0.138 -0.057 -0.111 -0.987
C 1.437793 4.189346 0.620477 0.109 -0.065 0.031 -0.716
H 3.643750 7.557136 1.657926 -0.055 -0.073 -0.065 0.355
H 3.540271 7.028355 3.333216 -0.052 -0.136 -0.011 0.263
H 1.433551 8.706422 1.870052 0.020 0.001 -0.005 0.293
H 2.512650 9.253334 3.158791 0.034 -0.025 0.018 0.389
H 1.239622 8.064699 3.497893 0.041 0.011 0.043 0.265
H 2.394697 3.680888 0.706406 0.015 0.038 0.003 0.439
H 0.960115 3.945677 -0.326652 -0.008 0.034 -0.010 0.157
H 0.784069 3.941360 1.452277 -0.006 0.006 0.010 0.241
O 3.847732 -4.247531 2.429688 -0.028 -0.018 -0.118 -0.653
S 3.080586 -5.007904 3.371407 -0.021 0.069 0.240 1.245
O 2.131064 -5.966833 2.899199 0.034 -0.024 -0.100 -0.610
O 2.370811 -4.003939 4.375899 0.070 -0.107 0.010 -0.290
C 1.612402 -2.917159 3.792485 -0.268 0.376 -0.139 -0.250
C 0.255232 -3.350918 3.287800 -0.008 -0.269 -0.069 -0.896
C 4.151555 -5.775801 4.535604 0.042 0.006 0.045 -0.943
H 2.207416 -2.456724 3.002942 0.062 -0.081 0.013 0.241
H 1.508233 -2.186780 4.592018 0.079 -0.100 0.094 0.258
H 0.343348 -4.021646 2.432978 0.026 0.004 0.009 0.264
H -0.311109 -2.473768 2.982883 0.017 0.046 0.052 0.289
H -0.294661 -3.879278 4.066827 0.005 0.042 0.028 0.342
H 4.844941 -5.032170 4.917862 -0.008 0.008 -0.005 0.312
H 4.685585 -6.560375 4.004303 -0.023 0.008 -0.035 0.374
H 3.549383 -6.200993 5.333848 -0.016 -0.003 -0.014 0.317
O -1.766158 -6.921810 -5.136652 -0.003 0.075 -0.083 -0.647
S -2.843755 -6.701224 -4.219962 0.009 -0.087 0.217 1.218
O -3.809779 -5.682583 -4.492147 0.005 0.016 -0.099 -0.603
O -2.245075 -6.493127 -2.765359 -0.081 -0.060 -0.021 -0.261
C -1.193565 -5.508822 -2.605989 0.315 0.294 0.080 -0.534
C -1.717141 -4.089582 -2.575294 -0.295 -0.223 -0.102 -0.617
C -3.677269 -8.217707 -3.903077 -0.004 -0.057 0.027 -0.931
H -0.452222 -5.647508 -3.393985 -0.083 -0.067 -0.059 0.346
H -0.720459 -5.765701 -1.660005 -0.104 -0.116 0.013 0.293
H -2.120482 -3.792656 -3.542402 0.029 0.010 -0.003 0.327
H -0.916793 -3.403661 -2.320631 0.098 -0.012 0.021 0.114
H -2.517042 -3.994067 -1.839571 0.046 0.002 0.038 0.295
H -2.940766 -8.977877 -3.658963 0.007 0.009 0.001 0.312
H -4.212078 -8.480544 -4.812957 0.013 0.037 -0.018 0.368
H -4.374768 -8.066994 -3.083720 -0.003 0.019 -0.006 0.313
```
Forces are in eV/Å.



No. 4
DFT (ωB97M-V/def2-TZVPD) results for C3H3BrF2O as an isolated structure at a distorted geometry.

The calculation puts the highest occupied orbital energy at -9.7 eV. The HOMO-LUMO gap is 9.740 eV. Its energy relative to the best compared isomer or geometry (same formula, charge and spin) is 249.0 kJ/mol.

```
10
Properties=species:S:1:pos:R:3:forces:R:3:mulliken_charge:R:1
C -0.937961 1.143416 0.371371 -0.081 -0.686 -1.577 0.662
C -1.661814 -0.068795 0.920926 -0.142 2.707 0.476 -0.969
C 2.660727 -0.987171 -0.782762 1.053 -1.898 -0.928 0.082
O -1.195052 2.285588 0.315716 0.108 -0.532 0.686 -0.391
F 3.349810 0.011300 -1.251923 0.129 -0.211 -0.236 -0.069
F 2.574768 -1.863102 -1.848718 0.019 1.430 1.263 -0.140
Br 0.580361 0.454174 -0.821158 -1.101 0.892 0.164 -0.195
H -1.912810 -0.719158 0.125995 -0.860 -0.225 -1.060 0.360
H -0.993194 -0.662853 1.467381 0.969 -0.518 1.314 0.384
H -2.464832 0.406602 1.503176 -0.093 -0.958 -0.102 0.276
```
Forces are in eV/Å.